Record 1
The following is a quantum chemistry calculation of a molecular structure, C22H33BN6O2Re in a non-equilibrium geometry, from the Open Molecules 2025 dataset.

Values from the calculation:
LUMO energy (spin up / spin down)   -0.2313 / -0.2596 Ha
Expectation value of S²   3.8114
Kohn-Sham gap (spin up / spin down)   7.273 / 6.511 eV
HOMO level (spin up / spin down)   -13.567 / -13.575 eV
Spin multiplicity   4
Net charge   +2

Positions of all 65 atoms, in Å:
Re1 0.286 0.024 -0.782
O1 0.456 -1.254 2.000
O2 -0.080 0.952 2.157
N1 0.087 -2.045 -1.009
N2 -0.537 1.740 -0.956
N3 0.026 -3.992 -2.295
N4 3.970 -1.713 -2.473
N5 2.295 -0.538 -1.383
N6 1.862 -2.601 -2.412
C1 -0.139 -2.036 4.216
C2 -1.912 0.656 -2.662
C3 -1.545 0.455 3.979
C4 -1.167 1.763 -2.240
C5 0.695 1.475 4.381
C6 2.062 -0.964 3.747
C7 -2.388 0.592 -3.966
C8 0.510 3.397 0.488
C9 -1.881 4.796 0.648
C10 0.612 -2.873 -1.882
C11 -0.086 0.478 3.542
C12 0.571 -0.949 3.430
C13 -0.962 2.831 -3.115
C14 -0.755 5.262 1.315
C15 -1.455 2.764 -4.404
C16 -2.153 1.640 -4.839
C17 2.708 -1.575 -2.058
C18 -1.816 3.641 -0.107
C19 -1.336 -4.295 -1.859
C20 -0.618 2.926 -0.184
C21 0.440 4.559 1.229
C22 0.699 -4.931 -3.196
B1 0.181 -0.096 1.353
H1 1.661 -5.254 -2.794
H2 -1.972 -3.411 -1.917
H3 0.088 -5.821 -3.295
H4 2.594 -0.216 3.158
H5 -0.401 3.692 -2.777
H6 -1.952 1.461 3.889
H7 2.246 -3.291 -3.035
H8 2.238 -0.783 4.806
H9 0.829 -4.504 -4.193
H10 0.152 2.419 4.410
H11 -2.196 -0.105 -1.938
H12 4.655 -0.994 -2.311
H13 -1.637 0.135 5.016
H14 -2.815 5.338 0.717
H15 -1.169 -2.164 3.891
H16 4.291 -2.524 -2.975
H17 1.441 2.852 0.388
H18 -1.758 -5.045 -2.519
H19 -2.133 -0.205 3.341
H20 -2.972 -0.259 -4.290
H21 0.386 -2.981 4.077
H22 2.460 -1.947 3.494
H23 1.321 4.927 1.739
H24 -1.355 -4.691 -0.841
H25 -0.805 6.177 1.889
H26 0.801 1.107 5.402
H27 -0.711 -2.438 -0.525
H28 -0.128 -1.792 5.278
H29 1.684 1.662 3.966
H30 3.041 0.109 -1.163
H31 -1.289 3.592 -5.080
H32 -2.695 3.270 -0.619
H33 -2.530 1.595 -5.852


Record 2
The following is a quantum chemistry calculation of 3 unconnected molecules or ions with the total composition C2H11N2O2 in a non-equilibrium geometry, from the Open Molecules 2025 dataset.

Values from the calculation:
LUMO energy   -0.1374 Ha
Kohn-Sham gap   7.479 eV
HOMO level   -11.217 eV
Relative energy (zero: lowest compared OMol25 entry of this formula, charge and spin)   344.8 kJ/mol
Net charge   +1

Positions of all 17 atoms, in Å:
O1 -1.485 -4.196 -0.565
O2 1.937 3.068 0.306
N1 1.573 0.416 0.119
N2 -1.777 0.582 -0.485
C1 0.262 0.122 0.788
C2 -0.961 -0.200 0.178
H1 2.222 -0.070 0.724
H2 1.663 0.184 -0.859
H3 1.706 1.465 0.186
H4 -2.606 0.195 -0.935
H5 -2.370 -4.183 -0.946
H6 1.220 3.549 0.735
H7 -1.337 -1.231 0.110
H8 0.333 0.150 1.850
H9 -1.272 -5.140 -0.556
H10 -1.603 1.579 -0.507
H11 2.495 3.711 -0.144


> Among the records above, which one has the lowest net charge?

C2H11N2O2


> What is the formula in the second record?

C2H11N2O2


> Which formula does entry 2 have?

C2H11N2O2